This record from the OMol25 dataset describes a cluster of 2 separate species, C3HCl3O2 in total in a non-equilibrium geometry. The level of theory is wB97M-V/def2-TZVPD.

XYZ file:
```
9
Properties=species:S:1:pos:R:3:forces:R:3:lowdin_charge:R:1
C 1.516 0.441 -1.279 -1.1 -0.3 0.8 -0.7078
C -1.636 -0.614 0.294 0.9 -0.1 0.7 -0.3949
C -0.852 -0.364 1.321 1.1 -0.5 0.3 -1.1455
O 2.383 1.191 -1.076 1.7 0.4 -0.2 0.0243
O -2.270 -0.798 -0.643 -0.8 -0.3 -0.4 0.1717
Cl -0.131 1.094 -1.334 0.0 0.2 -0.9 0.6927
Cl 0.852 -0.918 1.383 -1.6 0.3 -0.1 0.6267
Cl -1.392 0.631 2.594 -0.2 0.1 0.2 0.6590
H 1.531 -0.663 -1.261 0.1 0.4 -0.5 0.0738
```
Forces are in eV/Å.

- HOMO energy (eV) = -9.20
- LUMO energy (eV) = -0.58